{"formula": "CsF14KN7O28S14", "method": "ωB97M-V/def2-TZVPD", "e_lumo_ev": 5.22, "total_charge": -5, "energy_ev": -274357.9521, "homo_ha": -0.0167, "orbital_gap_ha": 0.20865, "species": ["K", "Cs", "N", "S", "O", "O", "F", "S", "O", "O", "F", "N", "S", "O", "O", "F", "S", "O", "O", "F", "N", "S", "O", "O", "F", "S", "O", "O", "F", "N", "S", "O", "O", "F", "S", "O", "O", "F", "N", "S", "O", "O", "F", "S", "O", "O", "F", "N", "S", "O", "O", "F", "S", "O", "O", "F", "N", "S", "O", "O", "F", "S", "O", "O", "F"], "coordinates": [[19.203233, 13.859233, -9.565553], [16.607954, 11.773552, -5.059097], [15.857324, 14.871522, -7.831299], [14.496998, 14.590238, -8.852777], [13.542013, 15.646514, -9.276049], [13.846009, 13.360533, -8.659757], [15.310467, 14.261550, -10.210134], [15.119552, 15.848227, -6.953643], [14.266426, 15.141933, -6.034527], [14.861837, 17.225070, -7.488419], [16.346693, 16.133496, -5.945847], [12.218093, 17.481934, -16.023358], [13.679327, 17.897249, -15.221976], [13.511143, 18.190059, -13.800267], [14.758531, 18.778208, -15.720512], [14.355293, 16.396501, -15.203622], [12.255197, 18.806831, -16.751133], [12.963119, 18.908854, -17.999521], [12.252288, 20.029243, -15.945593], [10.754896, 18.717774, -17.227709], [18.687036, 10.197554, -10.837331], [17.477962, 9.029312, -10.410990], [17.087436, 8.868328, -8.998702], [17.455790, 7.784520, -11.108058], [16.217727, 9.785723, -11.073753], [19.812669, 9.313050, -10.235756], [20.416857, 8.289635, -11.061486], [19.639448, 9.266419, -8.760675], [20.977672, 10.415844, -10.353954], [9.371219, 18.960409, -3.621812], [10.523711, 19.542819, -4.640605], [11.887476, 19.698816, -4.172168], [10.161516, 20.397092, -5.779550], [10.580715, 18.055159, -5.466075], [9.302667, 20.338678, -2.921354], [8.350321, 21.310069, -3.491923], [10.425095, 20.786600, -2.157760], [8.374396, 19.779518, -1.750768], [11.268349, 12.254519, -15.466412], [11.925165, 11.856105, -14.156174], [13.371510, 12.095343, -14.232785], [11.392114, 10.612283, -13.489844], [11.251552, 13.054508, -13.377676], [11.359324, 10.662805, -16.227526], [10.115903, 9.884170, -16.268726], [12.673078, 10.029569, -16.201641], [11.384687, 11.259888, -17.754830], [7.388147, 13.673108, -5.907217], [8.584755, 13.153855, -6.703942], [8.433795, 12.033374, -7.627649], [9.848279, 13.434555, -6.035609], [8.585325, 14.428009, -7.836794], [7.563216, 12.449178, -4.744138], [8.554943, 12.691177, -3.674297], [7.311155, 11.125768, -5.258637], [6.181469, 12.696514, -3.911251], [22.891994, 15.829752, -4.865562], [21.733180, 15.264102, -3.993868], [22.117543, 15.116788, -2.560418], [20.871711, 14.381388, -4.755452], [20.958041, 16.659533, -4.009860], [23.575773, 14.317930, -5.114637], [23.185338, 13.719785, -6.404717], [24.043019, 13.554511, -3.935121], [24.944340, 15.088027, -5.477210]], "forces_ev_per_angstrom": [[-0.5, -0.2, 0.0], [-0.4, 0.4, -0.5], [-0.9, -2.1, -4.7], [-2.4, 0.7, -4.7], [3.5, -1.6, 1.7], [0.3, -1.8, 1.6], [0.7, 0.6, 0.6], [-0.6, 7.0, 4.6], [-0.9, 0.7, -0.5], [0.4, -4.1, 1.7], [0.8, 0.1, 0.0], [4.1, -0.8, 2.4], [3.6, -1.2, 5.6], [-1.0, -1.0, -2.1], [-2.0, -2.1, -1.1], [-0.8, 1.4, -0.6], [-2.8, 5.7, -3.5], [0.1, -0.4, 0.1], [0.1, -1.4, -0.6], [-1.1, 0.1, -0.5], [-3.2, -2.5, 0.2], [-5.3, 0.6, 1.0], [0.9, 1.4, -2.2], [1.3, 0.2, -0.6], [1.5, 0.0, 0.6], [4.5, 1.0, 2.7], [-1.1, 0.2, 1.4], [1.3, -1.2, -2.7], [0.2, 0.7, 0.0], [2.4, 1.6, -2.0], [3.2, -4.7, -7.1], [-1.7, -0.1, 0.3], [-0.3, -0.6, 2.6], [0.1, 1.8, 1.3], [-5.8, 2.8, 4.3], [2.3, -0.9, 0.3], [0.3, 0.6, -0.5], [-0.6, -0.3, 1.0], [-1.6, -4.2, -4.4], [2.1, -1.0, 4.3], [-2.2, -0.6, 1.3], [1.6, 2.9, -1.6], [0.6, -0.1, 0.8], [-0.4, 1.3, -2.4], [2.1, 1.1, 0.6], [-2.0, 0.3, 0.5], [-0.3, -0.1, 0.6], [-1.6, -2.6, 3.5], [5.2, 3.0, -7.0], [0.1, 1.1, 1.9], [-1.2, -1.5, -0.7], [-0.4, -1.4, 1.4], [-1.4, 0.8, 3.7], [-1.9, -0.8, -2.4], [0.7, 0.6, 0.5], [0.3, 0.4, -0.6], [0.9, -3.5, -0.1], [-1.9, 3.1, 3.4], [-1.8, -0.5, -3.2], [0.2, -0.3, 1.6], [-0.6, -0.3, 0.5], [4.0, 1.0, -2.0], [0.6, 0.4, 2.9], [-1.9, 0.8, -2.6], [0.6, -0.7, -0.6]]}